# C47H58AsN10O2PtS2Se

A structure of composition C47H58AsN10O2PtS2Se (ωB97M-V/def2-TZVPD, the OMol25 dataset).

```
! wB97M-V def2-TZVPD RIJCOSX def2/J DEFGRID3
* xyz 1 1
Pt 0.06630 0.87705 1.58644
C 2.75613 2.58900 4.83882
N 1.81627 3.62568 4.42060
C 2.07957 4.97265 4.45246
C 0.94053 5.60928 4.09216
N 0.00045 4.64336 3.84756
C -1.38283 4.90696 3.45953
C 0.54633 3.42820 4.02883
Se -0.40218 1.80749 3.90125
H 3.53764 3.06651 5.42455
H 3.19447 2.09787 3.97210
H 2.22792 1.87108 5.46186
H 3.04315 5.35778 4.73355
H 0.72027 6.65687 3.99427
H -1.48771 5.97773 3.31168
H -2.05604 4.56855 4.24325
H -1.60736 4.39202 2.53027
C 1.21472 -3.75026 -2.61854
N 0.09255 -4.43279 -2.00100
C -0.34063 -5.65712 -2.65518
C -1.25039 -6.43870 -1.73235
C -2.41352 -5.56205 -1.32188
N -1.94756 -4.26787 -0.85104
C -2.91909 -3.48823 -0.09965
C -0.76793 -3.69074 -1.22698
O -0.47618 -2.55118 -0.85157
H 2.05776 -4.43822 -2.69193
H 1.49779 -2.89840 -2.00981
H 0.96940 -3.39813 -3.62610
H 0.55025 -6.23772 -2.89887
H -0.85017 -5.43304 -3.60211
H -0.68718 -6.74874 -0.84889
H -1.61438 -7.33778 -2.22880
H -2.98231 -6.02838 -0.51507
H -3.10479 -5.42539 -2.16319
H -3.10061 -3.93576 0.88002
H -3.86437 -3.45095 -0.64709
H -2.55731 -2.47256 0.02785
O -2.99326 -1.62234 2.95265
C -2.37863 -0.77643 2.39917
N -1.81937 0.09033 1.79832
N 2.04158 -5.68793 3.32705
C 2.33386 -4.57529 4.01468
S 3.30703 -4.59680 5.33708
C 1.72914 -3.30366 3.48418
C 2.05975 -2.08697 4.07108
C 1.54428 -0.91948 3.55880
N 0.73197 -0.89821 2.49276
C 0.39030 -2.05796 1.93007
C 0.85983 -3.26955 2.40177
H 2.40822 -6.56198 3.66526
H 1.42463 -5.69971 2.53602
H 2.72550 -2.06383 4.92103
H 1.79439 0.03910 3.98711
H -0.24568 -2.02020 1.05890
H 0.52245 -4.15050 1.87315
C -5.92998 -1.80734 -2.65038
C -4.69408 -1.06641 -2.22535
C -3.47337 -1.28016 -2.84802
C -2.31348 -0.63118 -2.44415
C -1.06824 -0.91230 -3.24895
C -2.38447 0.27292 -1.36853
As -0.66683 0.99905 -0.80590
N -0.71714 2.32839 0.39607
C -0.62177 3.72254 0.31651
C 0.50853 4.43283 0.72673
C 0.54483 5.81780 0.65675
C -0.53858 6.53667 0.17235
C -1.66855 5.84085 -0.23566
C -1.71660 4.45933 -0.15614
C 0.24389 1.69538 -2.37457
C 1.54427 1.28352 -2.67574
C 2.26878 0.26981 -1.84113
C 2.17621 1.82530 -3.78740
C 1.55086 2.75825 -4.60264
C 2.25136 3.35387 -5.79063
C 0.24456 3.11813 -4.30068
C -0.43775 2.59406 -3.20900
C -1.88727 2.98083 -3.06972
C -3.61588 0.54793 -0.75274
C -3.86265 1.60074 0.29850
C -4.74107 -0.13984 -1.19587
H -5.72943 -2.46000 -3.49902
H -6.72172 -1.11330 -2.93501
H -6.31507 -2.41883 -1.83193
H -3.41380 -1.97922 -3.67570
H -1.19047 -1.85856 -3.77725
H -0.17223 -1.00202 -2.64227
H -0.90613 -0.12969 -3.99427
H 1.37713 3.90202 1.08988
H 1.44437 6.33824 0.96515
H -0.50025 7.61563 0.10466
H -2.53096 6.37899 -0.60960
H -2.62115 3.94019 -0.43876
H 1.63583 -0.57405 -1.55395
H 2.60631 0.72839 -0.91324
H 3.14000 -0.11823 -2.36677
H 3.18548 1.50475 -4.02112
H 3.26239 2.96310 -5.89264
H 2.31420 4.43883 -5.69644
H 1.70742 3.13733 -6.71128
H -0.27465 3.82356 -4.94147
H -2.01050 4.05249 -3.22377
H -2.31712 2.72465 -2.10879
H -2.47719 2.46269 -3.83040
H -2.95504 2.02083 0.70924
H -4.43778 1.17719 1.12183
H -4.46767 2.39895 -0.14360
H -5.68957 0.07069 -0.71220
C 3.88549 -3.00345 0.31342
C 4.09668 -1.74471 1.09583
C 5.19127 -1.56889 1.93601
C 5.28510 -0.36066 2.59818
N 4.37357 0.60250 2.46786
C 3.36195 0.33976 1.63853
S 2.23975 1.70460 1.44075
N 3.18526 -0.78088 0.94848
H 4.81261 -3.56555 0.21062
H 3.48840 -2.76127 -0.67114
H 3.15350 -3.63958 0.81490
H 5.93875 -2.33929 2.06122
H 6.11474 -0.15084 3.26430
*
```

* E_HOMO: -9.9 eV
* ΔE to the lowest compared entry with this formula, charge and spin: 0.363 eV
* calculated total energy: -8076.628904 Ha
* LUMO energy: -3.6 eV

Löwdin atomic charge list, values in e, 5 entries: Pt 0.8538; C -0.0165; N -0.0994; C -0.0114; C -0.0269


# C47H60Br2ClO8W

A structure of composition C47H60Br2ClO8W (ωB97M-V/def2-TZVPD, the OMol25 dataset).

```
! wB97M-V def2-TZVPD RIJCOSX def2/J DEFGRID3
* xyz 1 3
W -0.60983 -0.47945 -0.18566
C -0.13438 -3.61856 0.46739
O 0.31899 -2.22807 0.41415
C 1.75130 -2.04230 0.42709
C 2.45675 -2.19549 -0.76204
C 1.93554 -2.72919 -2.09256
C 0.82550 -2.08020 -2.91949
C 0.39439 -2.69284 -4.05392
C -0.52041 -2.09752 -4.96232
C -0.88502 -0.74653 -4.75804
C -0.50176 -0.06421 -3.64189
C -0.75553 1.40248 -3.41499
C -1.36382 1.80762 -2.07873
C -2.74484 1.74333 -1.86208
C -3.32857 2.21170 -0.69755
C -2.48072 2.68734 0.31308
C -1.10954 2.74630 0.16568
C -0.20360 3.24403 1.27319
C 0.18249 2.26523 2.36778
C 0.17245 2.68760 3.69598
C 0.58072 1.86807 4.74443
C 1.01407 0.58372 4.42897
C 1.03044 0.10460 3.12737
C 1.44279 -1.33613 2.85343
C 2.27893 -1.57703 1.61462
C 3.64279 -1.30032 1.62568
C 4.43045 -1.46096 0.49578
C 3.81306 -1.90749 -0.67468
C 5.92791 -1.16078 0.48336
C 6.69320 -2.43527 0.09935
C 6.43014 -0.68720 1.84672
C 6.21128 -0.06007 -0.54884
C 0.60352 0.96710 2.12168
O 0.65544 0.50403 0.82371
C 0.57963 2.32858 6.20206
C 2.02222 2.34520 6.72483
C -0.00912 3.73021 6.35915
C -0.25628 1.35596 7.04721
C -0.56296 2.37621 -1.07946
O 0.76057 2.61991 -1.32314
C 0.98057 3.93164 -1.84867
C -4.83749 2.21675 -0.47044
C -5.60556 1.65155 -1.66435
C -5.29582 3.66328 -0.23761
C -5.17114 1.37436 0.76841
C 0.17048 -0.81128 -2.57469
O 0.75122 -0.06964 -1.61510
C -1.01492 -2.90515 -6.14870
C -2.02417 -2.13124 -6.99685
C -1.69643 -4.17982 -5.62619
C 0.17913 -3.29263 -7.03723
H -0.02635 -4.05203 -0.52316
H -1.16987 -3.60496 0.77741
H 0.49403 -4.11624 1.20024
H 1.66601 -3.78192 -1.96142
H 2.81013 -2.75205 -2.74486
H 0.80411 -3.66600 -4.30164
H -1.45302 -0.22551 -5.51725
H -1.40328 1.75664 -4.21851
H 0.20656 1.90929 -3.51367
H -3.35805 1.33083 -2.65301
H -2.90061 2.99636 1.26369
H -0.69170 4.09042 1.75842
H 0.72181 3.61012 0.82691
H -0.16053 3.69781 3.89554
H 1.34778 -0.08077 5.21804
H 0.54022 -1.95245 2.82933
H 2.01639 -1.68255 3.71415
H 4.07299 -0.93071 2.54695
H 4.40841 -2.02345 -1.57181
H 6.50672 -3.23486 0.81855
H 7.76547 -2.23337 0.08722
H 6.41124 -2.79681 -0.89016
H 6.27560 -1.44084 2.62129
H 5.94486 0.23915 2.16024
H 7.50131 -0.49225 1.78634
H 5.92697 -0.36602 -1.55641
H 7.27714 0.17325 -0.55919
H 5.66425 0.85267 -0.30591
H 2.63948 3.03386 6.14470
H 2.47798 1.35508 6.67086
H 2.04242 2.66590 7.76799
H 0.57583 4.48019 5.82320
H -0.00883 4.00658 7.41424
H -1.04179 3.77759 6.00679
H 0.14923 0.34398 7.02237
H -1.28632 1.31265 6.69126
H -0.26946 1.68337 8.08855
H 0.64982 4.69829 -1.14358
H 0.44818 4.06871 -2.79366
H 2.05054 4.02245 -2.01426
H -5.43175 2.23178 -2.57278
H -6.67474 1.67998 -1.45188
H -5.34195 0.60951 -1.86123
H -5.07886 4.28699 -1.10687
H -4.80413 4.10762 0.62852
H -6.37234 3.68874 -0.05971
H -4.86825 0.33458 0.62807
H -6.24825 1.38852 0.94545
H -4.67355 1.75480 1.66071
H -2.88775 -1.81559 -6.40844
H -2.38599 -2.77343 -7.80010
H -1.57978 -1.24936 -7.46151
H -2.55477 -3.93390 -4.99780
H -1.01397 -4.79699 -5.04081
H -2.05013 -4.77930 -6.46633
H 0.69398 -2.40630 -7.41149
H -0.17093 -3.86909 -7.89480
H 0.90452 -3.90398 -6.49973
O -3.04500 -2.75733 0.14576
Cl -4.05671 -2.34876 -0.83233
O -5.38618 -2.08911 -0.28637
O -1.22060 -1.29983 -1.68821
O -2.09168 -0.16394 0.57086
Br -2.81966 0.75759 3.93483
C -3.45033 -0.96116 3.34391
Br -2.21322 -2.37756 3.78307
H -3.54975 -0.92737 2.26625
H -4.37797 -1.18693 3.85126
*
```

* E_HOMO (alpha / beta): -10.2 / -10.7 eV
* ΔE to the lowest compared entry with this formula, charge and spin: 0.000 eV
* calculated total energy: -8103.834386 Ha
* <S²>: 2.039
* LUMO energy (alpha / beta): -3.4 / -4.3 eV

Löwdin atomic charge list, values in e, 5 entries: W 1.9208; C 0.0378; O -0.2863; C -0.1904; C -0.1141


# C47H61CrN3O2PS2Si4Te

A structure of composition C47H61CrN3O2PS2Si4Te at a distorted geometry (ωB97M-V/def2-TZVPD, the OMol25 dataset).

```
! wB97M-V def2-TZVPD RIJCOSX def2/J DEFGRID3
* xyz -2 4
Cr -0.61366 0.13088 0.26091
O 0.24490 2.73180 1.13889
N -0.97200 2.03401 0.91297
C -1.98765 2.87219 1.05608
C -3.35291 2.56764 1.19249
C -4.23107 3.68621 1.38228
C -5.54845 3.53954 1.69560
C -6.09601 2.24176 1.84511
C -5.27980 1.15211 1.62279
C -3.93095 1.25704 1.24150
P -2.98976 -0.32787 1.06723
C -3.31392 -0.83835 2.86670
C -2.82295 0.04651 3.83326
C -2.94254 -0.22027 5.18557
C -3.58062 -1.37773 5.62016
C -4.09890 -2.25354 4.68308
C -3.95821 -1.99054 3.31761
C -4.23545 -1.35876 0.14269
C -5.12554 -0.76452 -0.76309
C -5.95688 -1.52480 -1.56096
C -5.94952 -2.92089 -1.47598
C -5.07650 -3.52291 -0.59846
C -4.21535 -2.74642 0.18627
H 0.51476 2.92143 0.21667
H -1.70557 3.91594 1.15214
H -3.80206 4.67962 1.29922
H -6.16918 4.41641 1.84902
H -7.13255 2.10140 2.12655
H -5.71028 0.16423 1.73840
H -2.33742 0.96032 3.51244
H -2.51894 0.47013 5.90460
H -3.66638 -1.59245 6.67847
H -4.61233 -3.15431 5.00280
H -4.38132 -2.69026 2.61344
H -5.13907 0.31106 -0.86583
H -6.60540 -1.02659 -2.27162
H -6.59662 -3.51633 -2.10835
H -5.02147 -4.60442 -0.53556
H -3.51096 -3.26313 0.82679
S 0.21909 -2.16581 0.08028
C -0.20641 -3.49719 0.94896
N 0.43195 -4.67489 0.66160
C 0.25901 -5.82743 1.35128
C -0.63005 -5.90259 2.36353
C -1.33432 -4.70910 2.72795
C -1.12316 -3.55815 2.06777
H 1.19499 -4.58970 0.00409
H 0.85500 -6.66688 1.02187
H -0.78075 -6.83658 2.88289
H -2.02430 -4.71838 3.56446
H -1.59076 -2.63636 2.38099
C 3.94434 2.69372 -3.35163
Si 4.43226 3.01272 -1.56802
C 6.20307 3.65226 -1.61953
C 3.35964 4.43641 -0.98142
Si 4.08066 1.13598 -0.24124
Te 1.89283 0.19859 0.03905
Si 5.04276 1.57902 1.82606
C 4.16370 3.03542 2.60909
C 6.88254 1.98026 1.81019
C 4.81419 0.11861 2.96784
Si 5.30004 -0.57676 -1.22007
C 7.12438 -0.25433 -1.54526
C 4.52699 -1.05775 -2.85597
C 5.19905 -2.10169 -0.12718
H 3.80663 3.63617 -3.89233
H 3.00483 2.12931 -3.39478
H 4.70461 2.09790 -3.87205
H 6.30620 4.39265 -2.42072
H 6.91945 2.84111 -1.80288
H 6.48402 4.12410 -0.67033
H 3.24576 5.20280 -1.75569
H 3.77540 4.90360 -0.08079
H 2.36299 4.05941 -0.71802
H 4.39681 3.97456 2.09254
H 4.42977 3.13810 3.66652
H 3.07943 2.88060 2.54076
H 7.12575 2.79748 1.12104
H 7.47385 1.10782 1.50650
H 7.19162 2.27211 2.81980
H 3.78811 -0.26102 2.89161
H 4.99096 0.39676 4.01220
H 5.48643 -0.70634 2.70396
H 7.26433 0.53539 -2.29395
H 7.59634 -1.17059 -1.91683
H 7.64860 0.06124 -0.63465
H 4.71522 -0.30804 -3.63341
H 3.43955 -1.12960 -2.72622
H 4.89916 -2.02773 -3.20438
H 5.88263 -2.03976 0.72779
H 5.42333 -3.01409 -0.69219
H 4.18022 -2.17577 0.27495
S 0.85369 -1.31065 4.70819
C 0.21232 -0.69529 3.31344
N -0.22531 -0.27088 2.32255
C -0.40502 3.46125 -2.50195
O 0.00283 2.54899 -1.51012
C -0.55612 1.20611 -1.67129
C 0.13848 0.54793 -2.85433
H -0.30455 3.04759 -3.51070
H 0.23546 4.34254 -2.42289
H -1.44418 3.77419 -2.35872
H 1.15114 0.94299 -2.93554
H -0.40106 0.73645 -3.78942
H 0.21873 -0.53024 -2.73595
C -3.07914 -3.33898 -4.18406
C -2.49935 -3.68211 -2.96531
C -2.17125 -2.72380 -2.01920
C -2.35228 -1.32205 -2.21951
C -2.07921 -0.29939 -1.27657
C -2.07555 1.13216 -1.76773
C -2.78633 1.40028 -3.07125
C -3.21075 0.40191 -3.83794
C -2.95963 -1.00105 -3.49339
C -3.30076 -1.98078 -4.41281
H -3.34355 -4.08806 -4.92187
H -2.31787 -4.72752 -2.73048
H -1.75300 -3.06666 -1.09033
H -2.48567 1.82907 -1.03528
H -2.98533 2.42936 -3.35705
H -3.75214 0.60185 -4.76033
H -3.75479 -1.65890 -5.34807
*
```

* E_HOMO (alpha / beta): 0.0 / -0.4 eV
* ΔE to the lowest compared entry with this formula, charge and spin: 2.605 eV
* calculated total energy: -5750.433643 Ha
* <S²>: 4.152
* LUMO energy (alpha / beta): 3.8 / 3.8 eV

Löwdin atomic charge list, values in e, 5 entries: Cr 0.0417; O -0.1476; N -0.1718; C -0.1403; C -0.2345


- ΔE to the lowest compared entry with this formula, charge and spin of number 1 (C47H58AsN10O2PtS2Se)?
  0.363 eV


- Among the records above, which one has the highest ΔE to the lowest compared entry with this formula, charge and spin?
  C47H61CrN3O2PS2Si4Te


- Among the records above, which one has the highest calculated total energy?
  C47H61CrN3O2PS2Si4Te


- Which of these has the highest calculated total energy?
  C47H61CrN3O2PS2Si4Te